115
Properties=species:S:1:pos:R:3:forces:R:3 method="wB97M-V/def2-TZVPD" homo_ev=-14.810 homo_lumo_gap_ev=4.446 lumo_energy_ev=-10.363 charge=+3
Ir -0.04330 1.28120 0.28130 -0.615 -3.770 1.288
C -2.86230 -3.53100 -0.35230 -0.083 -0.954 0.101
N -2.57460 -2.12790 -0.48870 0.961 1.016 -0.184
C -1.36940 -1.53070 -0.30740 0.888 -0.888 0.375
N -1.46200 -0.22930 -0.58550 1.571 1.386 0.992
C -2.74270 0.01620 -0.96430 -1.034 -0.165 0.052
C -3.46070 -1.17580 -0.89240 0.410 1.169 -0.049
C -4.88930 -1.38550 -1.06970 -0.744 -0.280 -0.240
C -5.63650 -1.95720 -0.03260 0.235 0.294 -0.189
C -7.00620 -2.08720 -0.15160 -0.250 -0.033 -0.141
C -7.64570 -1.68500 -1.31910 0.180 0.037 0.047
C -6.91090 -1.11950 -2.35460 -0.139 -0.062 0.070
C -5.54450 -0.95620 -2.22950 0.305 -0.284 0.194
C -3.25980 1.32820 -1.32390 -0.110 0.553 -0.064
C -4.52060 1.72630 -0.86720 0.241 0.033 0.119
C -5.05050 2.93890 -1.25660 0.017 0.070 0.037
C -4.34530 3.76490 -2.11940 0.156 -0.083 -0.098
C -3.08970 3.38160 -2.56490 -0.292 0.127 -0.088
C -2.53480 2.18000 -2.15730 -0.253 -0.329 0.078
P -0.05070 -2.41090 0.63670 -0.097 0.915 0.175
C -0.47890 -1.41730 2.12930 0.295 -0.694 -0.473
N -0.47720 -0.08650 2.14190 0.550 0.306 -1.957
C -1.04350 0.30230 3.31380 -0.283 -0.238 0.745
C -1.40260 -0.83480 4.04320 0.214 0.992 -0.574
N -1.03080 -1.89790 3.26970 0.450 0.877 -0.670
C -1.21270 -3.28300 3.60910 -0.060 -0.883 0.206
C -2.16260 -0.92180 5.28290 -0.417 0.003 0.536
C -3.31460 -0.12890 5.39340 0.202 -0.346 -0.173
C -4.09500 -0.18470 6.52840 -0.043 -0.025 0.171
C -3.73160 -1.00840 7.58570 0.175 -0.007 -0.125
C -2.57910 -1.77830 7.49700 -0.195 0.020 0.108
C -1.80340 -1.74890 6.35280 0.075 0.266 -0.281
C -1.17170 1.70420 3.64650 0.016 0.315 0.023
C -1.36130 2.62520 2.61230 0.227 -0.088 0.456
C -1.43740 3.97610 2.88650 0.124 0.289 -0.164
C -1.33460 4.42110 4.19870 -0.071 -0.084 -0.144
C -1.16320 3.50950 5.23080 0.043 0.045 -0.030
C -1.07570 2.15670 4.96420 0.042 -0.036 -0.385
C 1.45810 -1.46330 0.19240 -0.883 -0.754 0.255
N 1.56040 -0.20280 -0.24390 -1.712 1.050 0.791
C 2.87800 0.03210 -0.45840 1.007 -0.113 -0.103
C 3.61120 -1.10500 -0.10420 -0.629 0.963 -0.182
N 2.68830 -2.03000 0.28660 -0.669 0.945 -0.366
C 2.98010 -3.34230 0.80270 0.050 -0.868 0.287
C 5.05940 -1.20460 0.00360 0.788 -0.045 0.144
C 5.75430 -0.09630 0.52070 -0.316 -0.400 -0.003
C 7.12540 -0.12710 0.65450 0.160 -0.076 -0.040
C 7.84210 -1.25340 0.27210 -0.275 -0.054 -0.140
C 7.16780 -2.34850 -0.25550 0.267 0.095 0.069
C 5.79120 -2.33440 -0.38270 -0.298 0.338 -0.128
C 3.46710 1.21130 -1.08100 -0.035 0.482 -0.317
C 4.26270 1.01840 -2.21610 -0.320 0.050 0.201
C 4.94190 2.08030 -2.77630 0.053 0.080 -0.013
C 4.86390 3.33890 -2.19570 -0.081 -0.056 0.157
C 4.04950 3.53720 -1.08780 0.132 0.177 -0.042
C 3.33220 2.48770 -0.54090 0.092 -0.354 -0.048
H -1.97810 -4.11570 -0.60260 -0.067 0.048 -0.030
H -3.67000 -3.80030 -1.03180 0.067 0.063 0.054
H -3.16760 -3.77000 0.66730 -0.027 0.027 -0.047
H -5.14760 -2.24840 0.88570 0.047 -0.069 0.123
H -7.58510 -2.49650 0.66340 0.000 -0.072 0.028
H -8.71280 -1.81210 -1.42160 -0.070 0.015 0.011
H -7.40790 -0.81160 -3.26250 -0.020 0.027 -0.049
H -4.97170 -0.52420 -3.03570 0.056 0.084 -0.104
H -5.07310 1.09200 -0.19260 -0.080 -0.088 0.041
H -6.01450 3.24700 -0.88770 -0.166 0.010 0.038
H -4.77810 4.69710 -2.44810 -0.032 0.086 -0.043
H -2.54860 4.02170 -3.24500 0.005 0.018 -0.102
H -1.56780 1.86490 -2.52820 0.088 -0.055 -0.124
H -2.22470 -3.44480 3.98420 0.106 0.058 -0.030
H -0.49940 -3.58740 4.37650 -0.083 0.023 -0.081
H -1.05130 -3.89690 2.72400 -0.036 0.026 0.053
H -3.60630 0.50160 4.56700 -0.039 0.094 -0.079
H -4.99220 0.40960 6.59210 -0.101 0.085 0.012
H -4.33950 -1.04640 8.47530 -0.059 -0.009 0.099
H -2.28870 -2.40250 8.32750 0.044 -0.078 0.054
H -0.89910 -2.33640 6.31280 0.112 -0.075 -0.014
H -1.52690 2.25690 1.58610 -0.405 0.032 -0.204
H -1.57250 4.68340 2.08280 -0.032 0.113 -0.088
H -1.38960 5.47690 4.41680 -0.038 0.066 -0.019
H -1.07610 3.85740 6.24700 0.007 0.061 0.135
H -0.90590 1.44690 5.75910 -0.020 -0.023 0.082
H 2.87010 -4.10400 0.02690 0.045 0.105 0.072
H 2.30520 -3.57240 1.62830 0.108 -0.004 -0.064
H 4.00560 -3.35220 1.17260 -0.146 0.023 -0.024
H 5.20640 0.77730 0.83790 -0.038 0.093 0.027
H 7.64280 0.73090 1.05090 0.063 0.111 0.088
H 8.91680 -1.26830 0.36380 0.088 -0.033 0.018
H 7.73010 -3.20630 -0.58850 0.011 -0.136 -0.002
H 5.29230 -3.17450 -0.84180 -0.054 -0.138 -0.024
H 4.33060 0.03130 -2.64880 0.089 -0.082 -0.035
H 5.54910 1.92460 -3.65260 0.110 -0.016 -0.110
H 5.45430 4.15220 -2.59170 -0.041 0.077 -0.038
H 4.00410 4.51320 -0.62920 -0.008 0.141 0.057
H 2.71780 2.63340 0.34100 0.072 0.092 0.113
C -0.34830 9.88760 0.98260 -0.028 0.258 0.183
C -0.39000 8.50420 0.44680 -0.148 -0.403 -0.206
C -1.40480 8.10330 -0.42470 0.204 0.078 0.169
C -1.43370 6.82380 -0.94720 -0.018 -0.293 -0.197
C -0.41930 5.93660 -0.61220 -0.237 -0.463 -0.062
C 0.56430 6.29130 0.29880 0.172 -0.164 -0.066
C 0.57570 7.56690 0.82160 -0.112 -0.062 -0.082
S -0.40320 4.30560 -1.36700 0.760 2.323 -1.260
C 1.09260 4.45200 -2.39340 -0.423 -0.165 0.197
O 0.08390 3.40990 -0.23540 0.332 -3.088 1.281
H -0.87930 10.57550 0.33130 0.017 0.098 -0.021
H 0.67880 10.22300 1.10470 0.025 0.090 -0.009
H -0.82390 9.92950 1.96380 -0.015 0.009 0.042
H -2.17250 8.81370 -0.68650 -0.126 0.044 -0.112
H -2.22160 6.51590 -1.61860 -0.114 0.040 -0.092
H 1.30440 5.56250 0.58920 0.213 -0.034 0.092
H 1.34500 7.84870 1.52170 0.146 0.051 0.102
H 1.90640 4.89340 -1.82770 -0.101 0.046 0.134
H 0.86510 5.05320 -3.26710 -0.164 0.131 -0.079
H 1.35270 3.44200 -2.69850 0.035 -0.118 -0.073